Molecular formula: C24H42N6
Method: DFT, wB97M-V/def2-TZVPD

XYZ file:
```
72
Properties=species:S:1:pos:R:3:mulliken_charge:R:1
C 9.498 7.741 -14.151 -1.07
C 8.343 6.833 -13.650 -0.63
C 7.406 7.447 -12.652 0.62
C 6.316 8.178 -13.285 0.12
N 5.493 8.799 -13.770 -0.50
H 10.068 8.015 -13.262 0.12
H 9.056 8.615 -14.629 0.32
H 10.089 7.246 -14.921 0.38
H 8.699 5.859 -13.314 0.17
H 7.783 6.426 -14.492 0.44
H 7.970 8.118 -12.004 0.13
H 6.950 6.623 -12.104 -0.14
C 8.711 5.688 -9.572 -0.84
C 8.869 5.180 -8.167 -0.58
C 7.732 4.175 -7.862 -0.25
C 6.416 4.694 -8.271 0.35
N 5.383 5.154 -8.656 -0.53
H 9.471 6.398 -9.900 0.33
H 7.843 6.296 -9.826 0.32
H 8.750 4.869 -10.290 0.16
H 8.680 5.859 -7.335 0.28
H 9.812 4.662 -7.992 0.38
H 7.624 3.737 -6.870 0.35
H 7.974 3.298 -8.462 0.03
C 11.176 1.141 -5.909 -1.17
C 9.938 0.717 -5.059 -0.41
C 9.179 -0.477 -5.684 -0.40
C 8.505 0.011 -6.817 0.42
N 7.941 0.527 -7.729 -0.50
H 10.960 1.144 -6.978 0.32
H 12.056 0.540 -5.682 0.34
H 11.562 2.145 -5.733 0.33
H 9.265 1.574 -5.086 0.23
H 10.270 0.515 -4.041 0.34
H 8.558 -0.827 -4.859 0.25
H 9.844 -1.297 -5.956 0.26
C 7.686 0.069 -13.839 -1.28
C 7.335 0.752 -12.543 -0.60
C 7.948 2.158 -12.441 -0.01
C 7.991 2.905 -13.694 0.33
N 8.044 3.554 -14.688 -0.51
H 7.290 -0.939 -13.968 0.37
H 8.737 0.149 -14.117 0.35
H 7.294 0.671 -14.659 0.35
H 7.492 0.117 -11.672 0.37
H 6.246 0.774 -12.516 0.30
H 8.927 1.866 -12.062 0.22
H 7.510 2.745 -11.633 0.13
C 1.447 6.503 -12.712 -1.11
C 2.481 5.669 -11.894 -0.45
C 3.416 6.723 -11.281 0.29
C 2.825 7.315 -10.018 0.09
N 2.329 7.785 -9.034 -0.51
H 1.914 7.406 -13.105 0.32
H 0.622 6.798 -12.063 0.29
H 0.886 5.978 -13.485 0.35
H 2.950 4.942 -12.557 0.35
H 1.980 5.135 -11.087 0.33
H 3.840 7.528 -11.882 0.15
H 4.335 6.274 -10.903 -0.10
C 10.232 11.240 -10.851 -1.14
C 11.420 10.862 -9.814 -0.56
C 11.586 9.290 -9.683 0.08
C 12.888 9.061 -8.987 0.09
N 13.929 8.973 -8.553 -0.39
H 10.076 12.299 -11.060 0.37
H 9.260 10.963 -10.445 0.30
H 10.370 10.822 -11.848 0.28
H 11.279 11.347 -8.848 0.35
H 12.346 11.253 -10.235 0.37
H 11.686 8.780 -10.641 0.06
H 10.670 8.911 -9.230 0.19
```

spin multiplicity: 1
highest occupied orbital energy: -10.61 eV
M: 414.64 g mol⁻¹
E_tot: -34506.165 eV
frontier orbital gap: 10.78 eV
SMILES: CCCC#N.CCCC#N.CCCC#N.CCCC#N.CCCC#N.CCCC#N
relative energy (zero: lowest compared OMol25 entry of this formula, charge and spin): 61.71 kcal per mole
total charge: 0